No. 1
This record from OMol25 describes a molecular structure, C48H64Cl2LiNO8P4. The level of theory is ωB97M-V/def2-TZVPD.

The geometry in XYZ format:
```
128
Properties=species:S:1:pos:R:3:forces:R:3
Li -0.668 -0.814 -0.173 -0.165 -0.269 0.580
C -0.561 1.472 3.663 0.058 0.138 0.115
N 0.818 1.935 3.733 -0.019 -0.094 0.002
C 1.918 1.038 3.354 -0.081 0.033 0.006
P 1.532 -0.218 2.034 0.058 -0.017 -0.080
C 1.602 -1.808 2.930 -0.065 0.032 0.063
C 1.370 -1.931 4.296 0.009 -0.002 -0.013
C 1.265 -3.183 4.887 0.005 -0.028 0.005
C 1.384 -4.332 4.122 -0.003 0.006 0.012
C 1.595 -4.222 2.754 0.009 0.014 -0.017
C 1.690 -2.972 2.167 -0.007 0.015 -0.038
C 3.175 -0.150 1.201 0.001 -0.045 0.019
C 3.338 0.879 0.270 -0.006 0.028 -0.018
C 4.536 1.049 -0.405 0.001 -0.007 -0.011
C 5.591 0.171 -0.183 -0.015 -0.029 -0.024
C 5.434 -0.869 0.721 -0.001 -0.010 -0.004
C 4.238 -1.024 1.414 0.014 -0.006 0.031
C 1.159 2.790 4.803 -0.012 0.056 -0.078
C 0.412 2.872 5.979 0.013 0.009 0.025
C 0.780 3.746 6.994 -0.004 -0.005 0.004
C 1.906 4.543 6.872 0.002 0.005 -0.003
C 2.664 4.456 5.712 0.007 -0.006 0.002
C 2.298 3.597 4.692 0.007 0.013 0.022
P -1.350 1.527 1.957 0.160 -0.060 -0.038
C -3.105 1.455 2.497 -0.017 0.013 -0.005
C -3.645 2.256 3.503 0.005 -0.005 0.003
C -4.980 2.148 3.861 -0.009 -0.004 -0.006
C -5.801 1.234 3.214 -0.001 -0.001 0.010
C -5.278 0.429 2.213 -0.001 0.006 -0.003
C -3.939 0.538 1.862 -0.016 -0.006 -0.014
C -1.157 3.318 1.567 -0.125 0.051 0.006
C 0.131 3.804 1.314 -0.031 -0.003 0.010
C 0.337 5.107 0.889 0.040 -0.007 0.005
C -0.741 5.955 0.677 -0.003 0.002 -0.013
C -2.026 5.483 0.898 -0.007 0.020 -0.019
C -2.231 4.181 1.338 0.024 0.002 -0.008
H -1.150 2.158 4.266 0.021 -0.069 -0.009
H -0.722 0.458 4.041 0.027 0.023 -0.088
H 2.334 0.533 4.235 0.025 -0.005 0.019
H 2.732 1.631 2.936 -0.031 0.012 -0.019
H 1.235 -1.054 4.914 0.011 0.022 0.001
H 1.075 -3.255 5.951 0.000 -0.004 -0.001
H 1.294 -5.307 4.584 0.001 -0.001 0.001
H 1.662 -5.111 2.139 0.000 -0.004 0.001
H 1.813 -2.898 1.091 -0.005 0.010 0.019
H 2.505 1.542 0.058 -0.001 -0.010 0.012
H 4.643 1.864 -1.111 0.002 -0.004 -0.007
H 6.527 0.296 -0.713 0.003 0.003 0.000
H 6.250 -1.557 0.905 0.002 0.005 -0.003
H 4.137 -1.829 2.131 -0.010 -0.003 -0.001
H -0.455 2.241 6.119 0.009 0.004 0.011
H 0.181 3.787 7.895 0.000 0.003 0.002
H 2.189 5.221 7.666 0.001 0.000 0.003
H 3.545 5.075 5.592 -0.001 0.004 0.000
H 2.888 3.566 3.785 -0.009 0.002 -0.005
H -3.024 2.989 4.007 -0.010 0.004 -0.010
H -5.381 2.778 4.646 -0.004 0.002 -0.002
H -6.843 1.147 3.495 0.000 -0.005 0.000
H -5.906 -0.299 1.715 -0.004 0.004 -0.001
H -3.521 -0.119 1.109 0.015 0.008 -0.026
H 0.983 3.153 1.458 0.023 -0.041 0.004
H 1.347 5.460 0.717 0.000 0.002 -0.002
H -0.581 6.971 0.340 0.004 0.004 0.004
H -2.877 6.134 0.737 -0.001 -0.003 0.003
H -3.243 3.838 1.511 -0.002 0.002 -0.011
C 1.427 2.271 -5.147 -0.002 0.005 -0.017
C 2.334 1.302 -4.420 -0.007 -0.021 0.037
C 3.739 1.832 -4.236 0.011 -0.007 -0.003
O 1.789 1.078 -3.090 0.009 0.019 -0.013
P 1.126 -0.280 -2.645 -0.014 -0.113 0.077
O 0.824 -0.253 -1.203 0.048 0.185 -0.107
C -0.309 -0.534 -3.701 0.024 0.012 -0.117
P -1.445 -1.767 -3.033 -0.034 -0.012 0.050
O -1.544 -1.800 -1.567 0.017 0.014 -0.285
O -0.978 -3.177 -3.577 0.023 -0.028 0.005
C -0.931 -3.499 -4.992 -0.017 0.017 0.024
C -1.855 -4.676 -5.219 -0.002 -0.009 -0.020
C 0.509 -3.798 -5.351 0.019 -0.004 -0.014
O -2.780 -1.391 -3.793 -0.031 -0.033 -0.009
C -4.042 -1.973 -3.315 0.047 0.030 -0.004
C -4.612 -1.091 -2.226 -0.030 -0.004 0.012
C -4.938 -2.091 -4.525 -0.030 -0.004 -0.004
O 2.070 -1.458 -3.105 0.104 0.033 0.021
C 3.014 -2.071 -2.150 -0.085 -0.021 -0.080
C 4.315 -2.270 -2.889 0.019 -0.009 0.025
C 2.387 -3.356 -1.660 -0.002 -0.011 0.028
H 1.841 2.503 -6.129 -0.002 0.001 0.002
H 1.341 3.196 -4.576 0.005 0.004 -0.002
H 0.426 1.863 -5.285 -0.008 -0.010 0.011
H 2.372 0.340 -4.941 0.005 0.011 -0.012
H 3.710 2.784 -3.704 -0.002 0.001 0.005
H 4.212 1.988 -5.206 -0.004 0.004 -0.004
H 4.343 1.132 -3.660 0.003 -0.015 0.004
H 0.021 -0.825 -4.702 -0.027 0.034 -0.009
H -0.849 0.411 -3.767 -0.033 0.001 0.009
H -1.295 -2.636 -5.559 0.008 0.003 0.003
H -1.523 -5.528 -4.625 0.000 0.000 0.006
H -1.851 -4.962 -6.272 0.004 0.004 -0.002
H -2.876 -4.430 -4.931 -0.002 0.004 0.004
H 0.851 -4.682 -4.812 -0.001 0.001 0.008
H 1.163 -2.967 -5.085 -0.004 0.010 -0.003
H 0.598 -3.988 -6.422 -0.005 -0.008 0.002
H -3.817 -2.963 -2.907 -0.005 -0.001 -0.008
H -4.832 -0.099 -2.625 0.016 0.002 -0.018
H -3.916 -1.007 -1.394 0.000 0.009 0.008
H -5.544 -1.523 -1.856 0.000 -0.005 0.000
H -5.153 -1.102 -4.932 0.015 0.006 0.000
H -5.881 -2.560 -4.244 0.001 0.002 0.004
H -4.472 -2.692 -5.305 0.003 -0.007 -0.003
H 3.149 -1.378 -1.320 0.022 0.057 0.039
H 4.175 -2.935 -3.743 -0.010 0.006 0.003
H 5.048 -2.716 -2.216 0.007 -0.008 0.003
H 4.715 -1.319 -3.240 -0.003 0.013 -0.004
H 2.290 -4.072 -2.478 -0.019 0.012 -0.006
H 1.398 -3.168 -1.240 0.005 -0.006 0.005
H 3.014 -3.797 -0.883 0.014 -0.006 -0.009
C -2.502 -3.587 2.754 -0.088 0.001 0.031
O -2.099 -2.974 1.534 0.165 0.013 -0.024
C -1.478 -1.715 1.631 -0.009 -0.023 -0.155
O -1.451 -1.234 2.761 -0.035 -0.110 0.073
H -2.626 -4.651 2.549 -0.006 0.014 -0.024
H -3.452 -3.178 3.110 0.031 0.026 0.023
H -1.757 -3.441 3.536 0.014 -0.017 -0.002
Cl -1.866 1.634 -1.513 -0.048 0.154 0.007
C -3.068 2.666 -2.290 0.023 -0.045 0.029
Cl -2.678 2.965 -3.995 0.005 -0.004 -0.046
H -3.082 3.615 -1.767 0.012 0.014 0.002
H -4.028 2.166 -2.250 -0.008 0.016 0.023
```
Positions in Å, forces in eV/Å.

Results
Strongest force on any atom, hartree/bohr: 0.013
LUMO, eV: 0.2
E_HOMO, eV: -6.3
Spin multiplicity: 1
Charge: 0
Electronic energy, eV: -131096.7197
Gap between HOMO and LUMO, eV: 6.53

No. 2
This record from OMol25 describes 5 unconnected molecules or ions with the total composition C6H22NO5. The level of theory is ωB97M-V/def2-TZVPD.

The geometry in XYZ format:
```
34
Properties=species:S:1:pos:R:3:forces:R:3
C 1.428 -1.232 -0.595 0.711 2.988 -3.251
C 0.379 -1.243 -1.802 -0.391 -1.355 1.411
C -0.992 -1.800 -1.315 -0.621 -0.596 -0.486
O -1.460 -1.136 -0.150 0.070 1.047 -0.875
C 1.273 0.157 0.077 1.284 -1.661 1.728
N 2.051 0.248 1.404 -2.166 -1.026 -0.420
C 1.306 -0.661 2.305 2.685 -1.983 -0.189
C 1.965 1.630 1.811 3.262 1.785 -0.895
H 2.494 -1.291 -1.021 -1.377 0.121 0.483
H 1.333 -2.058 0.017 -0.644 -1.585 1.276
H 0.691 -2.039 -2.493 0.223 0.744 -0.525
H 0.227 -0.233 -2.213 0.477 -0.548 -0.177
H -0.870 -2.886 -1.111 0.186 0.439 0.451
H -1.815 -1.885 -2.137 1.442 0.801 0.984
H 1.744 0.869 -0.567 0.123 0.263 -0.366
H 0.212 0.378 0.269 0.658 0.014 -0.234
H 1.488 -1.710 1.828 -0.913 1.752 1.264
H 1.699 -0.735 3.351 0.231 0.360 -0.856
H 0.288 -0.409 2.424 -1.514 0.064 -0.281
H 1.768 1.845 2.852 0.029 -0.467 0.464
H 3.079 2.070 1.576 -2.638 -0.444 0.570
H 1.220 2.212 1.261 0.092 -0.050 -0.008
H -1.604 -0.090 -0.497 -0.106 -1.180 0.357
H -2.398 1.708 -0.888 -6.604 4.667 1.345
O -1.733 1.201 -1.060 5.885 -5.089 -1.136
H -1.217 1.110 1.990 0.216 -6.912 3.918
H -1.348 1.607 0.501 0.181 0.238 2.198
O -1.252 1.836 1.541 -0.544 6.763 -6.126
H 0.822 2.215 -1.008 -0.531 -0.238 0.684
H -0.468 1.837 -1.900 -0.416 -0.224 1.288
O 0.390 2.285 -1.843 1.290 1.411 -2.325
H -3.538 -0.850 -1.450 1.009 2.690 -2.310
H -3.268 -1.398 -0.160 -1.414 -1.012 -2.179
O -3.894 -1.552 -0.994 -0.177 -1.777 4.216
```
Positions in Å, forces in eV/Å.

Results
Strongest force on any atom, hartree/bohr: 0.178
LUMO, eV: 3.5
E_HOMO, eV: -5.5
Spin multiplicity: 1
Charge: -1
Electronic energy, eV: -18305.1255
Gap between HOMO and LUMO, eV: 9.04
Relative energy (zero: lowest compared OMol25 entry of this formula, charge and spin), eV: 3.3022

No. 3
This record from OMol25 describes 2 unconnected molecules or ions with the total composition C31H55N4O4S. The level of theory is ωB97M-V/def2-TZVPD.

The geometry in XYZ format:
```
95
Properties=species:S:1:pos:R:3:forces:R:3
C -0.904 4.489 -2.200 0.051 0.357 0.252
C -0.042 4.134 -0.967 -0.270 0.552 -0.560
C 1.255 3.420 -1.335 -0.123 0.377 0.581
N 1.476 2.030 -0.728 0.746 0.479 -0.072
S 3.279 1.808 -0.913 0.065 -0.484 -0.275
C 1.172 1.968 0.750 -0.181 -0.182 0.506
C -0.136 1.299 1.222 -0.369 0.535 0.031
C -0.931 2.252 2.136 -0.191 -0.784 0.274
C -1.774 1.458 3.142 0.219 0.156 0.026
C -0.989 0.616 0.126 0.291 -0.875 -1.096
N -1.859 1.548 -0.544 0.296 1.193 1.347
C -3.079 1.688 -0.199 -0.093 -0.388 -0.509
C -3.753 3.017 -0.405 -0.057 -0.235 -0.416
C -3.972 0.587 0.322 0.185 0.077 0.674
C -0.068 -0.085 -0.941 -0.545 0.024 1.308
C -1.024 -0.820 -1.932 -0.079 0.306 -0.408
C -1.379 -0.206 -3.305 -0.530 -0.090 0.090
C -2.807 0.344 -3.478 0.202 -0.135 -1.107
C -3.874 -0.733 -3.254 -0.046 0.366 -0.011
C -2.919 0.810 -4.951 -0.203 0.212 0.337
C 0.721 -1.166 -0.164 0.520 -0.386 -0.116
O 2.092 -0.839 0.037 -0.238 0.283 0.042
C 2.706 -1.687 0.951 0.298 -0.318 0.236
C 2.322 -1.647 2.279 -0.191 0.227 -0.050
C 2.879 -2.484 3.234 0.000 -0.284 0.275
C 2.399 -2.421 4.659 0.141 0.519 -0.350
C 3.852 -3.380 2.818 -0.037 0.156 -0.228
C 4.256 -3.402 1.489 0.116 -0.067 0.230
C 3.705 -2.568 0.528 -0.408 -0.022 -0.521
C 4.138 -2.572 -0.932 0.675 -0.200 0.445
C 4.856 -3.855 -1.353 -0.115 0.081 -0.290
C 5.114 -1.399 -1.118 -0.398 -0.034 0.274
C 0.749 1.005 -1.621 0.261 -0.597 -0.493
O 1.698 0.414 -2.468 -0.177 -0.282 0.156
N 1.623 0.988 -3.824 -0.298 0.149 -0.290
O 2.013 0.234 -4.591 0.280 0.091 0.072
H -1.132 5.555 -2.190 -0.074 -0.006 0.012
H -0.369 4.323 -3.134 -0.111 -0.202 -0.056
H -1.858 3.970 -2.199 0.094 -0.264 -0.202
H 0.238 5.082 -0.508 0.115 -0.104 0.175
H -0.648 3.605 -0.240 0.099 -0.243 -0.014
H 2.102 4.012 -1.003 0.018 -0.073 0.136
H 1.370 3.331 -2.414 0.018 -0.313 0.009
H 3.576 2.392 0.257 -0.204 0.210 -0.029
H 1.991 1.424 1.209 -0.005 -0.167 -0.160
H 1.230 2.980 1.148 -0.044 0.162 -0.348
H 0.167 0.498 1.897 0.157 -0.119 -0.176
H -0.216 2.826 2.728 -0.070 0.326 -0.184
H -1.583 2.902 1.556 0.215 0.281 -0.015
H -1.117 0.949 3.849 -0.050 -0.065 0.039
H -2.430 2.114 3.713 -0.035 0.002 -0.008
H -2.381 0.699 2.658 -0.047 -0.055 0.019
H -1.501 -0.229 0.605 -0.278 0.168 0.072
H -4.519 3.162 0.355 0.010 0.044 0.032
H -3.031 3.827 -0.368 -0.018 0.039 -0.008
H -4.258 3.038 -1.375 -0.053 0.042 0.004
H -5.015 0.892 0.271 -0.042 -0.086 -0.202
H -3.820 -0.353 -0.204 -0.023 0.047 -0.138
H -3.778 0.395 1.378 -0.047 -0.020 0.028
H -1.967 -0.957 -1.400 0.042 -0.022 0.098
H -0.668 -1.832 -2.107 0.274 0.075 0.015
H -0.703 0.569 -3.658 0.140 -0.015 0.090
H -1.315 -1.004 -4.049 0.199 -0.032 0.018
H -2.966 1.249 -2.892 -0.034 -0.269 0.461
H -4.836 -0.255 -3.065 -0.058 -0.123 0.130
H -3.649 -1.434 -2.452 -0.082 0.044 0.099
H -3.999 -1.304 -4.175 0.102 -0.160 0.048
H -3.956 0.770 -5.285 -0.017 0.063 -0.036
H -2.333 0.169 -5.611 -0.012 -0.004 -0.053
H -2.588 1.843 -5.060 0.161 -0.035 -0.122
H 0.253 -1.326 0.810 -0.107 0.036 -0.010
H 0.682 -2.139 -0.661 -0.035 0.090 -0.233
H 1.551 -0.941 2.578 0.036 0.063 0.061
H 1.314 -2.508 4.692 0.000 -0.240 0.296
H 2.879 -3.167 5.284 -0.133 -0.115 0.026
H 2.638 -1.436 5.065 0.022 -0.034 0.136
H 4.299 -4.075 3.516 -0.009 0.038 0.080
H 5.028 -4.107 1.220 -0.024 -0.018 -0.114
H 3.249 -2.448 -1.552 0.030 0.182 -0.086
H 5.653 -4.135 -0.667 -0.008 0.015 0.049
H 4.174 -4.697 -1.471 0.014 -0.054 0.111
H 5.343 -3.676 -2.312 -0.092 -0.106 -0.086
H 5.954 -1.544 -0.437 0.140 -0.019 -0.135
H 5.475 -1.323 -2.142 0.005 0.054 -0.030
H 4.620 -0.479 -0.814 0.082 0.125 -0.164
H 0.059 1.608 -2.207 -0.014 0.118 0.098
O -0.951 -2.573 5.547 0.013 0.097 -0.119
C -1.716 -2.566 4.607 -0.101 -0.113 0.043
N -1.313 -2.208 3.349 0.064 0.147 0.030
C -3.167 -2.960 4.742 -0.013 0.068 -0.195
H -1.933 -2.213 2.561 -0.041 -0.099 0.020
H -0.348 -1.958 3.213 0.030 -0.095 -0.032
H -3.644 -2.300 5.464 0.017 -0.050 0.068
H -3.220 -3.981 5.113 0.003 0.020 0.076
H -3.709 -2.901 3.798 -0.018 -0.012 0.012
```
Positions in Å, forces in eV/Å.

Results
Strongest force on any atom, hartree/bohr: 0.035
LUMO, eV: -3.2
E_HOMO, eV: -10.9
Spin multiplicity: 1
Charge: +1
Electronic energy, eV: -58015.1711
Gap between HOMO and LUMO, eV: 7.69
Relative energy (zero: lowest compared OMol25 entry of this formula, charge and spin), eV: 0.0000

No. 4
This record from OMol25 describes a molecular structure, C10H20BiClTi. The level of theory is ωB97M-V/def2-TZVPD.

The geometry in XYZ format:
```
33
Properties=species:S:1:pos:R:3:forces:R:3
Bi 0.396 0.405 -0.747 0.105 0.163 -0.930
Cl 1.787 0.039 -3.594 0.548 -1.327 -0.762
C 2.225 -0.168 0.458 -0.319 0.249 0.010
H 1.815 -0.384 1.449 0.273 -0.005 -0.168
H 2.917 0.675 0.477 0.092 -0.218 0.035
H 2.653 -1.061 -0.004 0.031 0.219 0.129
Ti 1.384 2.208 -3.101 0.061 -0.263 -0.028
C -0.152 2.863 -4.260 -1.069 0.432 -0.945
C 3.154 3.111 -3.503 1.445 0.765 -0.418
C 0.897 2.717 -1.200 -0.510 -0.728 1.864
H 3.470 3.742 -2.657 0.080 -0.011 -0.209
H 3.909 2.322 -3.664 -0.002 0.255 0.045
H 3.088 3.727 -4.414 0.178 0.009 0.155
H -0.870 3.439 -3.657 0.002 -0.060 -0.199
H 0.247 3.505 -5.062 -0.253 -0.049 -0.011
H -0.666 2.000 -4.712 -0.096 0.233 -0.021
H 1.695 3.030 -0.514 -0.301 0.086 0.159
H -0.029 3.295 -1.074 0.237 0.069 0.185
C -3.102 -1.691 2.972 -0.239 -0.202 0.247
C -1.768 -2.236 2.465 0.223 -0.303 0.246
C -0.820 -2.395 3.663 -0.104 -0.052 0.152
C -1.964 -3.635 1.863 -0.170 0.018 0.202
C -1.232 -1.254 1.524 0.071 1.088 -0.569
C -0.905 -0.267 0.872 -0.386 -0.730 1.323
H -3.532 -2.381 3.702 -0.023 0.049 -0.041
H -3.812 -1.568 2.151 0.019 0.066 -0.001
H -2.945 -0.726 3.461 -0.093 -0.001 -0.084
H -1.282 -3.066 4.396 0.124 0.071 -0.055
H 0.134 -2.834 3.352 -0.041 0.129 0.049
H -0.639 -1.430 4.147 0.087 -0.073 -0.045
H -2.628 -3.623 0.996 0.043 0.046 -0.074
H -1.005 -4.082 1.585 -0.062 0.067 -0.101
H -2.418 -4.276 2.627 0.049 0.008 -0.138
```
Positions in Å, forces in eV/Å.

Results
Strongest force on any atom, hartree/bohr: 0.040
LUMO (alpha / beta), eV: 4.5 / 4.5
E_HOMO (alpha / beta), eV: 2.9 / -2.2
Spin multiplicity: 3
Charge: -2
Electronic energy, eV: -52166.2198
Gap between HOMO and LUMO (alpha / beta), eV: 1.58 / 6.61

What is the electronic energy in the third record? -58015.1711 eV